(1)
{"formula": "C14H24B3Br27O5Si", "method": "the ωB97M-V functional and the def2-TZVPD basis", "symbols": ["C", "Si", "C", "C", "O", "C", "C", "B", "O", "B", "O", "B", "O", "O", "H", "H", "H", "H", "H", "H", "H", "H", "H", "H", "H", "H", "H", "H", "H", "C", "Br", "Br", "Br", "H", "C", "Br", "Br", "Br", "H", "C", "Br", "Br", "Br", "H", "C", "Br", "Br", "Br", "H", "C", "Br", "Br", "Br", "H", "C", "Br", "Br", "Br", "H", "C", "Br", "Br", "Br", "H", "C", "Br", "Br", "Br", "H", "C", "Br", "Br", "Br", "H"], "positions_angstrom": [[0.27, -6.14, -0.86], [0.48, -5.30, -2.52], [2.12, -5.89, -3.22], [-0.97, -5.80, -3.59], [0.54, -3.67, -2.19], [0.32, -2.77, -3.27], [-0.16, -1.43, -2.69], [1.00, -0.42, -2.41], [2.22, -0.41, -3.07], [3.01, 0.63, -2.59], [3.20, 0.73, -1.23], [2.01, 0.43, -0.60], [1.97, -0.06, 0.66], [0.86, 0.56, -1.41], [0.93, -5.62, -0.16], [0.53, -7.19, -0.93], [-0.76, -5.99, -0.53], [2.66, -5.06, -3.67], [2.72, -6.27, -2.39], [2.02, -6.70, -3.95], [-1.43, -6.68, -3.14], [-0.69, -6.09, -4.60], [-1.75, -5.03, -3.62], [1.26, -2.60, -3.81], [-0.43, -3.14, -3.98], [-0.59, -1.67, -1.71], [-0.95, -0.99, -3.29], [3.48, 1.45, -3.31], [1.07, -0.11, 1.00], [-2.19, -0.73, -6.65], [-0.53, -0.27, -7.51], [-2.15, -2.54, -5.99], [-2.65, 0.52, -5.27], [-2.97, -0.69, -7.40], [-0.40, 3.28, 2.21], [-0.37, 5.13, 1.68], [0.60, 2.17, 0.99], [0.20, 3.04, 4.02], [-1.42, 2.95, 2.17], [0.00, -10.75, -0.82], [-0.74, -12.29, -1.71], [1.01, -9.65, -2.03], [-1.35, -9.74, 0.10], [0.69, -11.12, -0.07], [-0.76, 3.07, 8.44], [-1.22, 1.29, 7.89], [1.00, 3.57, 7.84], [-2.09, 4.35, 7.90], [-0.74, 3.08, 9.52], [1.42, 1.92, -10.64], [2.09, 1.25, -8.96], [-0.41, 2.47, -10.50], [2.54, 3.32, -11.34], [1.46, 1.10, -11.35], [3.33, 5.59, 1.75], [3.54, 7.38, 1.09], [4.25, 4.30, 0.65], [3.86, 5.45, 3.60], [2.28, 5.35, 1.71], [-4.98, 2.17, 2.73], [-3.72, 1.54, 1.40], [-4.08, 3.01, 4.21], [-6.30, 3.33, 1.95], [-5.49, 1.31, 3.11], [-1.29, 8.50, 3.97], [0.30, 8.61, 2.88], [-1.31, 6.84, 4.93], [-1.48, 10.02, 5.13], [-2.13, 8.50, 3.30], [-0.59, 4.79, 12.47], [-1.05, 2.99, 11.98], [1.16, 5.26, 11.82], [-1.92, 6.04, 11.89], [-0.56, 4.83, 13.55]], "charge": 0, "homo_lumo_gap_ev": 9.6, "energy_ev": -1926205.5624, "largest_force_ha_per_bohr": 0.040}


(2)
{"formula": "C14H24Br2N2NbO", "method": "the ωB97M-V functional and the def2-TZVPD basis", "symbols": ["C", "O", "C", "Nb", "C", "N", "C", "C", "N", "C", "Br", "C", "C", "Br", "C", "C", "C", "C", "C", "C", "H", "H", "H", "H", "H", "H", "H", "H", "H", "H", "H", "H", "H", "H", "H", "H", "H", "H", "H", "H", "H", "H", "H", "H"], "positions_angstrom": [[0.12, 2.59, 3.84], [-0.13, 1.22, 3.36], [-0.82, 1.20, 2.06], [-0.25, -0.58, 0.71], [1.28, -1.40, 2.22], [2.71, -1.13, 1.91], [0.23, -2.40, -0.58], [1.78, -2.58, -1.04], [2.58, -3.61, -0.23], [1.24, 0.80, -0.31], [2.36, 2.03, 0.87], [1.50, 0.97, -1.76], [2.64, 2.02, -2.40], [0.44, -0.05, -3.11], [-2.01, 0.08, -0.63], [-2.94, -1.07, -1.35], [-4.19, -0.66, -2.36], [-4.53, 0.94, -2.67], [-3.63, 2.09, -1.91], [-2.40, 1.66, -0.91], [1.27, 2.73, 4.06], [-0.44, 2.69, 4.89], [-0.25, 3.44, 3.13], [-1.99, 1.16, 2.30], [-0.65, 2.16, 1.41], [-1.49, -1.63, 1.58], [1.12, -2.58, 2.19], [1.04, -1.10, 3.34], [2.95, -1.01, 0.91], [3.05, -0.34, 2.51], [-0.07, -3.38, 0.04], [-0.44, -2.40, -1.56], [2.41, -1.60, -1.11], [1.75, -3.03, -2.15], [2.06, -3.89, 0.63], [3.54, -3.26, -0.03], [2.19, 3.07, -2.67], [2.95, 1.53, -3.44], [3.63, 2.06, -1.77], [-2.71, -2.21, -1.15], [-4.83, -1.50, -2.91], [-5.40, 1.23, -3.42], [-3.87, 3.23, -2.10], [-1.80, 2.53, -0.40]], "charge": -1, "homo_lumo_gap_ev": 6.1, "energy_ev": -161554.0494, "largest_force_ha_per_bohr": 0.109}


(3)
{"formula": "C14H24Br2N3O", "method": "the ωB97M-V functional and the def2-TZVPD basis", "symbols": ["C", "C", "O", "C", "C", "C", "C", "C", "N", "N", "C", "C", "Br", "C", "C", "C", "C", "N", "C", "Br", "H", "H", "H", "H", "H", "H", "H", "H", "H", "H", "H", "H", "H", "H", "H", "H", "H", "H", "H", "H", "H", "H", "H", "H"], "positions_angstrom": [[-2.57, -1.97, 1.68], [-3.01, -2.57, 0.29], [-2.20, -3.64, -0.17], [-0.81, -3.31, -0.23], [-0.52, -1.97, -1.00], [0.81, -2.01, -1.86], [0.71, -1.22, -3.21], [0.86, 0.34, -3.09], [0.05, 0.92, -1.97], [-1.20, 1.10, -2.29], [-2.00, 1.60, -1.36], [-1.48, 1.89, -0.03], [-2.71, 2.58, 1.30], [-0.09, 1.68, 0.32], [0.52, 2.01, 1.70], [1.62, 3.15, 1.67], [2.98, 2.76, 2.37], [2.79, 1.87, 3.54], [0.70, 1.13, -0.80], [2.55, 0.77, -0.43], [-3.34, -1.19, 1.96], [-1.59, -1.43, 1.63], [-2.60, -2.73, 2.50], [-4.03, -3.01, 0.48], [-3.18, -1.76, -0.47], [-0.31, -4.14, -0.78], [-0.35, -3.29, 0.79], [-0.50, -1.15, -0.23], [-1.36, -1.72, -1.69], [1.72, -1.78, -1.26], [0.92, -3.09, -2.14], [1.46, -1.56, -3.97], [-0.31, -1.41, -3.64], [0.42, 0.75, -4.04], [1.91, 0.71, -3.09], [-3.08, 1.77, -1.56], [0.86, 1.05, 2.16], [-0.31, 2.39, 2.35], [1.82, 3.45, 0.61], [1.26, 4.07, 2.19], [3.43, 3.72, 2.72], [3.66, 2.25, 1.64], [2.97, 0.92, 3.21], [3.52, 2.07, 4.23]], "smiles": "CCOCCCCC[n+]1ncc(Br)c(CCCN)c1Br", "charge": 1, "homo_lumo_gap_ev": 7.6, "energy_ev": -161500.9375, "largest_force_ha_per_bohr": 0.072}


(4)
{"formula": "C14H24F4O10S5", "method": "the ωB97M-V functional and the def2-TZVPD basis", "symbols": ["O", "S", "O", "F", "C", "C", "C", "S", "C", "C", "O", "C", "F", "F", "F", "O", "S", "O", "O", "H", "H", "H", "H", "H", "H", "H", "H", "O", "S", "O", "C", "C", "C", "C", "H", "H", "H", "H", "H", "H", "H", "H", "O", "S", "O", "C", "C", "C", "C", "H", "H", "H", "H", "H", "H", "H", "H"], "positions_angstrom": [[1.27, -3.33, -2.80], [0.72, -2.38, -3.69], [1.22, -2.34, -5.01], [-0.81, -2.54, -3.72], [1.01, -0.73, -3.01], [0.99, 0.37, -4.08], [1.62, 1.64, -3.49], [0.95, 2.99, -4.53], [1.25, 1.89, -2.01], [2.33, 1.52, -0.98], [3.51, 2.26, -1.28], [4.64, 1.52, -1.40], [5.68, 2.36, -1.45], [4.82, 0.68, -0.38], [4.65, 0.79, -2.54], [-0.01, 1.32, -1.65], [-0.13, -0.25, -1.70], [-1.47, -0.57, -2.06], [0.32, -0.80, -0.47], [2.02, -0.78, -2.60], [1.53, 0.05, -4.96], [-0.06, 0.58, -4.32], [2.69, 1.63, -3.64], [1.50, 4.03, -3.89], [1.13, 2.96, -1.90], [1.96, 1.86, -0.01], [2.49, 0.44, -0.89], [-2.55, 1.13, 2.00], [-1.56, 2.13, 1.71], [-0.70, 2.00, 0.56], [-2.33, 3.74, 1.71], [-2.24, 4.21, 3.16], [-0.82, 3.84, 3.63], [-0.56, 2.40, 3.19], [-3.35, 3.65, 1.35], [-1.76, 4.39, 1.05], [-2.43, 5.27, 3.25], [-2.98, 3.68, 3.77], [-0.10, 4.51, 3.16], [-0.71, 3.94, 4.71], [0.49, 2.22, 2.94], [-0.88, 1.67, 3.94], [-2.62, -5.53, 3.71], [-1.40, -4.98, 3.18], [-0.15, -5.14, 3.87], [-1.23, -5.52, 1.48], [-1.95, -4.46, 0.66], [-1.54, -3.11, 1.27], [-1.66, -3.24, 2.79], [-1.65, -6.52, 1.38], [-0.16, -5.54, 1.25], [-1.69, -4.52, -0.39], [-3.03, -4.59, 0.75], [-0.51, -2.89, 1.00], [-2.15, -2.29, 0.90], [-0.92, -2.65, 3.32], [-2.66, -2.97, 3.14]], "smiles": "O=S(=O)(F)[C@H]1C[C@@H](S)[C@H](COC(F)(F)F)OS1(=O)=O.O=S1(=O)CCCC1.O=S1(=O)CCCC1", "charge": 0, "homo_lumo_gap_ev": 10.0, "energy_ev": -100426.7268, "largest_force_ha_per_bohr": 0.045}


(5)
{"formula": "C14H24FeN6OS", "method": "the ωB97M-V functional and the def2-TZVPD basis", "symbols": ["Fe", "N", "C", "S", "N", "N", "C", "C", "C", "C", "C", "C", "C", "O", "H", "H", "H", "H", "H", "H", "H", "N", "C", "C", "C", "N", "C", "C", "N", "C", "H", "H", "H", "H", "H", "H", "H", "H", "H", "H", "H", "H", "H", "H", "H", "H", "H"], "positions_angstrom": [[0.00, 0.00, 0.00], [-2.06, -2.87, 2.18], [-1.69, -1.80, 1.42], [-0.37, -2.16, 0.40], [-2.24, -0.63, 1.56], [-1.65, 0.36, 0.77], [-2.51, 0.92, -0.01], [-2.12, 1.95, -0.99], [-3.02, 3.02, -1.18], [-2.71, 4.03, -2.08], [-1.53, 3.96, -2.79], [-0.66, 2.88, -2.61], [-0.91, 1.82, -1.71], [-0.12, 0.82, -1.59], [-1.26, -3.50, 2.11], [-2.23, -2.54, 3.11], [-3.58, 0.65, 0.03], [-3.93, 3.06, -0.60], [-3.39, 4.87, -2.21], [-1.26, 4.74, -3.50], [0.26, 2.83, -3.19], [4.26, -0.50, 2.20], [3.05, -1.10, 1.58], [1.78, -0.66, 2.30], [1.33, 0.78, 2.03], [-0.10, 0.79, 1.78], [2.10, 1.48, 0.90], [2.50, 0.61, -0.30], [1.40, 0.51, -1.25], [2.99, -0.80, 0.08], [4.33, -0.75, 3.19], [4.30, 0.53, 2.15], [5.12, -0.85, 1.75], [3.18, -2.17, 1.72], [1.90, -0.80, 3.39], [0.99, -1.36, 2.01], [1.49, 1.37, 2.94], [-0.49, 1.75, 1.71], [-0.64, 0.23, 2.48], [3.02, 1.90, 1.33], [1.55, 2.37, 0.56], [3.32, 1.12, -0.82], [1.59, -0.18, -2.01], [1.18, 1.44, -1.66], [3.97, -0.97, -0.38], [2.33, -1.56, -0.37], [1.35, -0.95, 0.34]], "multiplicity": 6, "charge": 1, "homo_lumo_gap_ev": [4.9, 6.3], "energy_ev": -71098.3681, "largest_force_ha_per_bohr": 0.342}


(6)
{"formula": "C14H24HgN4O5", "method": "the ωB97M-V functional and the def2-TZVPD basis", "symbols": ["O", "H", "Hg", "N", "N", "O", "O", "C", "C", "C", "C", "H", "H", "H", "H", "H", "H", "H", "H", "O", "H", "H", "C", "H", "H", "H", "O", "H", "H", "N", "C", "C", "C", "C", "C", "C", "C", "C", "N", "C", "H", "H", "H", "H", "H", "H", "H", "H"], "positions_angstrom": [[-3.32, -1.26, -1.69], [-3.70, -1.97, -2.24], [-0.65, -0.86, 0.08], [1.82, -1.73, -0.21], [-0.08, -1.23, -2.26], [2.90, -2.05, 0.56], [-0.77, -1.08, -3.33], [2.20, -1.70, -1.48], [1.26, -1.48, -2.51], [3.58, -2.07, -1.67], [1.41, -1.64, -3.94], [3.78, -3.06, -1.30], [4.21, -1.37, -1.14], [3.81, -2.04, -2.71], [1.08, -0.75, -4.48], [0.78, -2.47, -4.30], [2.43, -1.87, -4.19], [2.66, -2.26, 1.52], [-2.40, -1.49, -2.10], [0.26, 1.46, -1.08], [0.69, 2.33, -0.91], [0.03, 1.62, -2.00], [-1.77, -2.62, 0.32], [-2.22, -2.42, 1.30], [-0.86, -3.31, 0.27], [-2.56, -2.92, -0.51], [3.05, -2.71, 2.93], [3.98, -2.99, 2.76], [2.60, -3.51, 3.31], [-2.79, 1.08, -0.13], [-2.31, 2.18, 0.55], [-2.71, 3.46, 0.17], [-2.27, 4.56, 0.89], [-1.42, 4.42, 1.94], [-0.89, 3.16, 2.30], [0.06, 2.92, 3.31], [0.64, 1.67, 3.49], [0.30, 0.64, 2.57], [-0.65, 0.82, 1.62], [-1.30, 2.01, 1.55], [-2.87, 0.15, 0.35], [-3.45, 1.20, -0.89], [-3.38, 3.54, -0.70], [-2.64, 5.52, 0.61], [-1.08, 5.27, 2.52], [0.36, 3.75, 3.98], [1.39, 1.43, 4.29], [0.81, -0.34, 2.58]], "relative_energy_kj_mol": 0.00, "charge": 0, "homo_lumo_gap_ev": 6.1, "energy_ev": -35274.0860, "largest_force_ha_per_bohr": 0.078}